[1]
DFT (ωB97M-V/def2-TZVPD) results for Br3OP in the gas phase in a non-equilibrium geometry.

Positions of all 5 atoms, in Å:
O -1.385 0.709 0.704
P 1.820 -0.101 -0.863
Br 2.912 -1.488 0.311
Br -0.285 -0.516 0.462
Br 2.233 1.746 0.245

Properties
E: -221461.1772 eV
M: 286.685 g/mol
multiplicity: 1
net charge: 0
highest occupied orbital energy: -9.1671 eV
ΔE to the lowest compared entry with this formula, charge and spin: 4.287 eV

The computed natural (NBO) charges, all in e, follow:
1. O -0.856
2. P 0.491
3. Br -0.137
4. Br 0.663
5. Br -0.161

[2]
DFT (ωB97M-V/def2-TZVPD) results for 2 unconnected molecules or ions with the total composition C8H13NP in a non-equilibrium geometry.

Positions of all 23 atoms, in Å:
C -0.559 2.197 2.008
C -0.655 2.396 0.652
C -0.013 1.049 2.488
C -0.103 1.484 -0.173
C 0.467 0.073 1.643
C 0.119 1.839 -1.704
C 1.082 -1.238 2.241
C -0.414 -1.610 -3.412
N 0.395 0.341 0.291
P 1.058 -0.815 -0.892
H -0.895 2.803 2.780
H -1.125 3.290 0.207
H 0.037 0.958 3.515
H -0.451 2.868 -1.854
H 1.142 1.983 -1.818
H -0.373 1.088 -2.264
H 0.701 -1.448 3.256
H 1.072 -2.070 1.669
H 2.131 -0.983 2.652
H -0.916 -2.608 -3.566
H 0.608 -1.586 -3.844
H -0.975 -0.666 -3.404
H 0.584 -1.960 -0.401

Properties
E: -19275.2161 eV
M: 154.173 g/mol
multiplicity: 1
net charge: +1
highest occupied orbital energy (spin up / spin down): -12.4990 / -12.6276 eV
ΔE to the lowest compared entry with this formula, charge and spin: 2.505 eV

natural (NBO) atomic charge list, values in e, 6 entries:
1. C -0.074
2. C -0.234
3. C -0.241
4. C 0.281
5. C 0.303
6. C -0.632

[3]
DFT (ωB97M-V/def2-TZVPD) results for a molecular structure, C5H4MgO in a non-equilibrium geometry.

Positions of all 11 atoms, in Å:
C 2.592 1.344 0.745
H 2.649 2.437 0.806
H 4.566 1.062 -0.164
H 3.820 0.122 1.016
C 3.581 0.583 -0.088
C 1.447 0.833 0.289
C 0.233 0.376 0.173
C -0.928 -0.107 0.065
O -2.028 -0.553 -0.026
Mg -3.903 -1.076 -0.691
H 3.356 0.494 -1.158

Properties
E: -12729.0330 eV
M: 104.391 g/mol
multiplicity: 2
net charge: +1
highest occupied orbital energy (spin up / spin down): -11.9287 / -12.2822 eV
expectation value of S²: 0.750
ΔE to the lowest compared entry with this formula, charge and spin: 0.000 eV

natural (NBO) atomic charge list, values in e, 6 entries:
1. C -0.289
2. H 0.296
3. H 0.255
4. H 0.305
5. C -0.718
6. C 0.329

[4]
DFT (ωB97M-V/def2-TZVPD) results for a molecular structure, C26H25Cl3IN4O4STi.

Positions of all 65 atoms, in Å:
Ti -0.941 0.072 0.803
N -2.589 -0.526 -0.042
C -3.443 0.333 -0.724
C -4.721 0.056 -1.134
C -5.449 1.009 -1.888
C -4.914 2.218 -2.228
C -3.609 2.550 -1.779
C -2.961 3.778 -2.026
C -1.722 4.011 -1.494
C -1.116 3.017 -0.705
N -1.682 1.855 -0.485
C -2.905 1.610 -1.016
H -3.038 -1.403 0.196
H -1.685 -1.509 -1.468
H -5.171 -0.898 -0.889
H -6.453 0.759 -2.204
H -5.472 2.932 -2.819
H -3.459 4.533 -2.623
H -1.207 4.948 -1.648
H -0.164 3.207 -0.218
C 2.228 -0.318 3.768
C 1.432 -0.692 2.569
O 0.735 0.137 1.969
H 2.215 0.765 3.868
H 3.249 -0.686 3.670
H 1.785 -0.788 4.648
O 0.582 0.513 -0.762
S 1.797 1.348 -0.309
C 3.184 0.171 -0.263
C 4.147 0.531 -1.394
C 3.282 1.102 -2.515
C 2.388 2.125 -1.826
H 2.708 -0.802 -0.410
H 3.632 0.215 0.729
H 4.717 -0.343 -1.710
H 4.857 1.287 -1.052
H 2.662 0.314 -2.948
H 3.871 1.550 -3.314
H 1.505 2.422 -2.390
H 2.941 3.014 -1.512
Cl -0.425 3.772 4.929
C -0.592 3.770 3.236
Cl -0.876 5.259 2.443
Cl 1.846 3.254 2.476
C -1.098 2.633 2.618
N -1.490 1.680 2.086
I -3.715 -0.841 3.042
C -1.628 -1.016 2.564
H -1.148 -0.628 3.461
H -1.453 -2.086 2.488
O 1.515 -1.930 2.195
C 0.929 -2.417 1.020
N -0.085 -1.802 0.317
C -0.248 -2.544 -0.805
O -1.142 -2.255 -1.776
C 0.637 -3.616 -0.835
C 0.855 -4.675 -1.753
C 1.821 -5.592 -1.475
C 2.605 -5.496 -0.278
C 2.422 -4.500 0.628
C 1.413 -3.526 0.367
H 0.258 -4.744 -2.654
H 2.005 -6.411 -2.157
H 3.358 -6.252 -0.091
H 3.016 -4.450 1.532

Properties
E: -121137.2492 eV
M: 770.707 g/mol
multiplicity: 2
net charge: 0
highest occupied orbital energy (spin up / spin down): -6.4906 / -6.4907 eV
expectation value of S²: 0.756
ΔE to the lowest compared entry with this formula, charge and spin: 0.000 eV

Löwdin atomic charge list, values in e, 6 entries:
1. Ti 0.983
2. N -0.098
3. C -0.279
4. C -0.002
5. C -0.065
6. C -0.038

[5]
DFT (ωB97M-V/def2-TZVPD) results for a molecular structure, C3H7NO in a non-equilibrium geometry.

Positions of all 12 atoms, in Å:
C -0.061 -1.019 -0.075
N -1.092 -0.849 0.796
C 0.369 1.645 0.168
C 0.974 0.595 -0.228
O -0.529 -1.277 -1.351
H 0.214 -1.334 -1.960
H -0.849 1.365 0.579
H -0.739 -0.853 1.749
H -1.435 0.317 0.743
H 0.537 2.703 0.121
H 0.751 -1.676 0.254
H 1.861 0.383 -0.795

Properties
E: -6758.4222 eV
M: 73.095 g/mol
multiplicity: 1
net charge: 0
highest occupied orbital energy: -8.9953 eV
ΔE to the lowest compared entry with this formula, charge and spin: 4.328 eV

natural (NBO) atomic charge list, values in e, 6 entries:
1. C 0.286
2. N -0.779
3. C -0.367
4. C -0.279
5. O -0.701
6. H 0.472

[6]
DFT (ωB97M-V/def2-TZVPD) results for C6H14N2O2 in the gas phase.

Positions of all 24 atoms, in Å:
C 1.887 1.819 0.628
C 0.665 1.817 -0.259
O -0.123 2.734 -0.251
C 0.424 0.615 -1.168
N 1.497 -0.334 -1.366
C -0.848 -0.144 -0.660
N -1.102 -1.354 -1.404
C -0.768 -0.481 0.843
C -2.038 -1.198 1.287
O 0.385 -1.269 1.094
H 2.582 1.021 0.392
H 1.562 1.708 1.661
H 2.384 2.784 0.545
H 0.165 1.027 -2.155
H 2.346 0.130 -1.667
H 1.674 -0.842 -0.505
H -1.700 0.532 -0.788
H -1.185 -1.144 -2.392
H -0.306 -1.975 -1.292
H -0.677 0.465 1.401
H -1.983 -1.447 2.346
H -2.900 -0.557 1.127
H -2.165 -2.105 0.703
H 0.223 -1.801 1.880

Properties
E: -13524.2356 eV
M: 146.190 g/mol
multiplicity: 1
net charge: 0
highest occupied orbital energy: -8.9100 eV
ΔE to the lowest compared entry with this formula, charge and spin: 1.389 eV
SMILES: CC(=O)[C@@H](N)[C@@H](N)[C@@H](C)O

natural (NBO) atomic charge list, values in e, 6 entries:
1. C -0.736
2. C 0.590
3. O -0.555
4. C -0.179
5. N -0.846
6. C -0.053

[7]
DFT (ωB97M-V/def2-TZVPD) results for 2 unconnected molecules or ions with the total composition C3H11N2O in a non-equilibrium geometry.

Positions of all 17 atoms, in Å:
C 2.122 1.088 -0.629
C 1.218 0.238 -1.541
N -1.424 -1.393 0.377
C -0.458 -0.597 -0.038
N 0.474 -0.849 -0.907
H 3.193 0.943 -0.770
H 1.912 2.108 -0.936
H 1.944 0.906 0.426
H 0.490 0.886 -2.034
H 1.746 -0.079 -2.440
H -1.640 -2.222 -0.158
H -2.164 -0.931 0.882
H -0.668 0.455 0.147
H 0.643 -1.815 -1.169
H -1.996 1.060 2.910
H -2.866 -0.137 3.327
O -2.525 0.340 2.553

Properties
E: -8310.8639 eV
M: 91.134 g/mol
multiplicity: 1
net charge: +1
highest occupied orbital energy: -15.0484 eV
ΔE to the lowest compared entry with this formula, charge and spin: 0.928 eV

natural (NBO) atomic charge list, values in e, 6 entries:
1. C -0.634
2. C -0.246
3. N -0.716
4. C 0.404
5. N -0.501
6. H 0.242

[8]
DFT (ωB97M-V/def2-TZVPD) results for 2 unconnected molecules or ions with the total composition C4H12N2O2 in a non-equilibrium geometry.

Positions of all 20 atoms, in Å:
N -2.255 -0.970 0.522
C -1.478 -0.557 1.698
N -0.111 -0.117 1.445
C 0.072 0.760 0.282
C 1.550 1.146 0.136
C 2.408 -0.037 -0.287
O 2.011 -0.874 -1.051
H -1.926 -0.728 -0.393
H -2.610 -1.921 0.562
H -1.514 -1.414 2.364
H -2.003 0.268 2.187
H 0.451 -0.961 1.307
H -0.308 0.362 -0.656
H -0.459 1.675 0.555
H 1.559 1.937 -0.607
H 1.923 1.544 1.079
H 3.455 -0.029 0.062
O -0.498 -0.305 -3.176
H -0.565 0.643 -3.393
H 0.297 -0.420 -2.635

Properties
E: -11416.9871 eV
M: 120.152 g/mol
multiplicity: 1
net charge: 0
highest occupied orbital energy: -8.8083 eV
ΔE to the lowest compared entry with this formula, charge and spin: 2.230 eV
SMILES: NCNCCC=O.O

natural (NBO) atomic charge list, values in e, 6 entries:
1. N -0.892
2. C -0.043
3. N -0.631
4. C -0.221
5. C -0.524
6. C 0.452